ORCA calculation (the ωB97M-V functional and the def2-TZVPD basis) on C35H70FIN3O14S5 as an isolated structure.

The geometry in XYZ format:
```
129
Properties=species:S:1:pos:R:3:forces:R:3
C -0.689 -2.763 -5.532 4.7969 -1.9266 -2.9107
C 0.236 -3.157 -4.426 -4.3847 -4.2368 3.5370
O -0.224 -3.945 -3.504 4.1403 4.2675 -4.0446
N 1.515 -2.390 -4.347 1.2908 0.0341 -2.2398
H 2.087 -1.998 -5.262 -2.7458 -1.7695 2.3575
H 1.119 -1.515 -3.790 0.0124 1.5257 0.9530
C 2.527 -3.045 -3.511 0.9082 0.3145 0.0530
H -1.392 -2.116 -5.143 -1.6296 1.7375 0.2033
H -1.076 -3.630 -6.125 -0.1326 0.5506 1.1936
H 0.135 -2.400 -6.260 -2.1479 0.6896 0.3972
H 2.211 -2.907 -2.491 -0.1745 -0.7099 0.4446
H 3.470 -2.453 -3.583 -0.5504 -0.7847 -0.2339
H 2.594 -4.083 -3.876 0.4091 0.4454 0.7305
C -0.213 1.076 -0.279 -4.1518 0.5041 2.5127
C -1.591 0.432 -0.723 -2.6744 2.5092 2.3110
O -2.662 0.704 -0.127 4.4142 -1.7231 -2.9041
N -1.660 -0.404 -2.013 -1.9597 3.4239 0.9991
H -2.240 0.056 -2.822 0.9107 1.3728 0.7497
H -0.750 -0.576 -2.435 0.9688 -0.3038 0.0611
C -2.553 -1.479 -1.800 3.4992 -4.2440 -2.3997
H -0.459 1.586 0.792 0.5639 -1.0390 -2.7324
H 0.005 1.780 -1.035 0.4949 1.0344 -0.7357
H 0.553 0.386 -0.142 1.2911 -1.2905 -0.0389
H -3.360 -1.272 -1.239 -2.8798 0.9447 1.4183
H -1.961 -2.288 -1.401 -0.1193 -0.4398 1.0226
H -2.657 -1.862 -2.810 -1.4609 -0.1468 -0.1226
C 4.036 0.738 -4.631 -0.1918 1.4135 -3.4556
C 2.757 1.618 -4.621 2.1583 1.8175 1.8591
O 2.798 2.759 -4.198 -1.1759 -3.0767 -1.4913
N 1.509 0.937 -5.133 -0.9225 4.6416 0.6809
H 1.788 0.188 -5.643 0.8490 -2.7128 -2.1938
H 1.030 0.600 -4.287 -0.2908 -0.8046 1.4053
C 0.527 1.831 -5.831 3.5809 2.8513 -1.9583
H 4.591 1.135 -5.648 -1.0123 -1.0179 2.6248
H 3.937 -0.334 -4.737 -0.5212 -0.2652 -0.2152
H 4.638 0.895 -3.769 0.4501 0.6755 0.5680
H 0.046 2.463 -5.161 -0.3021 1.2407 1.4682
H -0.223 1.387 -6.293 -3.4381 -3.4300 -1.3812
H 0.875 2.429 -6.783 0.5603 -0.8944 2.3284
I -3.258 1.401 -4.593 0.6558 -0.4405 0.2837
O 0.748 -0.383 -2.943 -1.1958 -0.3840 -3.8071
H 1.274 -0.518 -2.215 1.9887 -0.1494 2.8708
F 4.901 0.821 4.659 0.9840 -0.3914 -0.7717
C 3.967 0.466 3.773 -2.3475 -1.0481 0.4603
C 2.703 0.949 4.148 -1.0073 -0.0666 -1.8813
C 1.529 0.715 3.427 1.1518 -2.4331 -3.1928
C 1.617 -0.277 2.287 2.9786 2.4127 3.4629
C 2.905 -0.830 2.053 -2.4613 0.0061 -1.4800
C 4.070 -0.485 2.747 -0.8165 1.2177 1.0822
H 2.656 1.634 4.939 0.1113 0.8711 1.1016
H 0.615 1.286 3.509 -0.1466 -0.1801 0.6370
H 0.827 -0.512 1.629 -0.9445 -0.2590 -0.0852
H 2.820 -1.509 1.150 1.1188 0.4500 1.2600
H 4.987 -0.954 2.578 1.3187 -0.6314 -0.4693
C -3.945 -4.325 3.036 -3.4702 -2.5392 -0.1152
C -4.290 -3.681 1.672 -1.6912 -6.7193 -1.4157
C -4.195 -2.318 1.854 -2.0601 5.8300 1.6814
S -2.805 -2.170 2.905 3.5415 0.5266 -0.8961
O -3.070 -1.375 4.046 -0.2996 1.3240 1.0187
O -1.630 -1.958 2.059 -0.4039 0.3538 0.1073
C -2.674 -3.814 3.521 0.7203 -0.5894 -6.6082
H -3.980 -5.459 2.943 -0.1539 1.4556 0.3772
H -4.699 -3.930 3.752 -0.0367 -0.7990 -0.2793
H -5.313 -4.010 1.231 1.5814 0.3911 1.0432
H -3.565 -4.181 0.994 -0.1881 0.8573 -0.1315
H -5.072 -1.850 2.582 1.9014 -1.1368 -2.1691
H -4.077 -1.733 0.927 0.0214 0.1785 0.7502
H -2.598 -3.755 4.468 0.5004 0.3855 6.7821
H -1.838 -4.381 3.108 0.1623 0.4601 -0.2023
C 0.373 -5.542 1.404 2.6755 -5.3324 -7.3219
C 0.433 -7.057 1.871 0.7957 3.1812 -1.9312
C -0.939 -7.430 1.859 -2.7188 -1.3019 3.2543
S -1.578 -6.916 0.341 -1.6823 0.3428 0.5334
O -2.949 -6.567 0.635 -0.4405 -0.1235 -0.9865
O -1.178 -7.901 -0.631 -0.1297 0.6645 -0.4335
C -0.628 -5.360 0.161 1.1291 -0.6933 0.4614
H 1.339 -5.242 1.037 0.6080 0.1886 0.0180
H 0.190 -5.013 2.155 -2.2136 4.7554 6.1060
H 0.794 -7.146 2.818 1.4077 0.0217 2.6863
H 1.037 -7.634 1.227 0.6179 -0.7472 -0.9071
H -1.551 -6.928 2.698 0.9417 -0.1125 -1.3823
H -1.060 -8.473 2.184 -0.3995 -0.0934 -1.1667
H -1.171 -4.377 0.438 0.3338 -1.7785 -1.3481
H -0.144 -5.556 -0.916 -0.8862 1.2013 2.4883
C 5.032 2.765 -0.965 -0.1811 0.7064 -1.2782
C 3.907 2.092 -0.252 -1.3825 -2.6166 -2.6832
C 3.371 2.947 0.783 -5.7224 -1.7786 0.8064
S 4.543 4.070 1.309 2.3361 1.1910 2.2887
O 5.090 3.726 2.629 -0.9456 0.2812 -1.6565
O 4.083 5.409 1.058 -0.1621 -0.1022 -0.0949
C 5.791 3.575 0.097 -3.3226 -0.8799 -0.7465
H 4.376 3.499 -1.513 1.8564 -0.3486 -1.0439
H 5.742 1.974 -1.465 -1.5423 1.9835 0.2220
H 4.401 1.288 0.168 0.3350 -2.3175 1.3398
H 2.936 1.615 -0.899 2.8771 1.3286 1.2654
H 2.871 2.156 1.472 1.1865 1.9343 0.0829
H 2.433 3.433 0.359 1.3821 0.3007 0.7043
H 6.402 3.016 0.671 2.0798 -2.3692 1.8212
H 6.380 4.315 -0.281 1.0769 2.5568 -1.0166
C -2.492 3.012 6.282 4.2738 -0.9692 2.7540
C -3.293 3.971 5.507 2.4026 2.5288 1.1220
C -3.022 3.672 4.100 -2.7826 0.6102 -2.8025
S -3.037 1.907 4.078 0.6270 -3.3954 -4.9882
O -1.805 1.508 3.286 -2.3479 0.7213 1.7650
O -4.352 1.416 3.557 2.3643 0.9505 1.4726
C -2.778 1.521 5.797 -1.8659 1.2290 0.3409
H -2.711 3.155 7.349 0.0302 -0.4604 -0.1754
H -1.239 3.367 6.264 -3.5722 -1.4845 -0.3893
H -2.960 4.987 5.846 -0.3287 -0.6286 -0.6212
H -4.283 3.905 5.816 -2.1001 -0.2862 -0.0278
H -2.074 3.898 3.598 -0.1793 0.5051 0.6052
H -3.941 4.025 3.448 2.0798 -0.8391 0.8875
H -2.145 0.655 5.989 0.5994 0.6220 -0.3626
H -3.805 1.139 6.087 0.9345 0.8658 0.0868
C -1.483 5.038 -2.848 -0.6894 -0.4128 0.7982
C -0.031 5.185 -2.264 -0.7114 1.2170 -4.6188
C -0.169 5.924 -1.056 0.8166 -0.2624 2.3829
S -1.507 5.193 -0.105 0.6332 3.6583 -3.5029
O -2.237 6.288 0.391 -1.7499 1.7198 1.3624
O -1.021 4.243 0.786 1.0144 -3.3770 1.9749
C -2.283 4.581 -1.589 -1.4471 1.3235 0.1620
H -1.656 4.115 -3.533 0.3893 2.2375 0.2845
H -1.893 6.131 -3.140 0.9397 -2.8405 0.0801
H 0.694 5.611 -3.006 -0.8897 0.4992 0.4215
H 0.504 4.328 -2.103 0.5837 -3.0924 0.6893
H -0.427 6.920 -1.147 -0.8293 2.0977 -0.5589
H 0.758 5.933 -0.542 0.7985 -0.1427 1.1261
H -3.383 4.784 -1.593 1.0223 0.1509 0.0630
H -2.190 3.595 -1.302 0.1280 -2.9191 -0.6475
```
Positions in Å, forces in eV/Å.

Summary:
- ΔE to the lowest compared entry with this formula, charge and spin: 0.0000 eV
- Electronic energy: -135537.9117 eV
- Highest occupied orbital energy: -10.0 eV
- LUMO: -4.28 eV
- Charge: +1
- Largest force on an atom: 9.44 eV/Å
- Kohn-Sham gap: 5.8 eV